7
Properties=species:S:1:pos:R:3:mulliken_charge:R:1 method="wB97M-V/def2-TZVPD" gap_ha=0.343 lumo_energy_ev=0.050 energy_ha=-3154.3391 homo_energy_ev=-9.29
F 1.809 0.164 -0.245 -0.17
C 0.764 -0.544 -0.703 0.49
F 0.882 -1.847 -0.739 -0.17
P -0.626 0.118 -1.407 -0.04
Br -0.285 2.237 -1.119 -0.12
H -1.344 -0.234 1.792 -0.16
H -1.201 0.105 2.421 0.16

=====

25
Properties=species:S:1:pos:R:3:mulliken_charge:R:1 method="wB97M-V/def2-TZVPD" gap_ha=0.363 lumo_energy_ev=-3.480 energy_ha=-728.9383 homo_energy_ev=-13.37 charge=+1
C -2.330 1.446 -0.135 -0.78
C -1.789 2.007 1.153 -0.71
C 0.025 0.043 0.332 0.39
C 0.874 1.118 -0.354 -1.37
C 1.489 -1.662 -0.999 -1.51
C 1.418 -1.524 1.499 -1.36
C 0.550 -1.365 0.255 0.59
N -1.652 0.240 -0.684 -0.47
S -0.676 0.678 1.830 -0.05
H -3.341 1.270 -0.219 0.59
H -2.244 2.260 -0.789 0.32
H -1.345 2.975 1.039 0.47
H -2.613 1.923 1.781 0.39
H 0.235 2.065 -0.405 0.38
H 1.233 0.912 -1.431 0.38
H 1.848 1.219 0.183 0.33
H 0.911 -1.582 -1.962 0.32
H 1.962 -2.619 -0.808 0.43
H 2.211 -0.925 -1.057 0.48
H 0.988 -1.974 2.367 0.33
H 1.872 -0.585 1.709 0.48
H 2.191 -2.294 1.147 0.32
H -0.379 -1.975 0.167 0.35
H -2.128 -0.637 -0.819 0.32
H -1.184 0.479 -1.624 0.36

=====

118
Properties=species:S:1:pos:R:3:mulliken_charge:R:1 method="wB97M-V/def2-TZVPD" gap_ha=0.300 lumo_energy_ev=-4.398 energy_ha=-6087.7010 homo_energy_ev=-12.56 charge=+2
Tl -1.129 -0.322 -0.363 1.15
C 1.968 -1.023 2.806 -1.16
Si 2.168 0.750 2.285 0.57
C 3.531 0.959 1.015 0.88
C 4.729 1.241 1.687 -0.99
C 5.929 1.406 1.013 -1.19
C 5.948 1.309 -0.367 -0.60
C 4.778 1.009 -1.045 -0.83
C 3.568 0.811 -0.379 0.30
P 2.062 0.356 -1.314 1.25
C 2.233 1.309 -2.882 0.17
C 2.097 2.810 -2.642 -0.65
C 2.435 3.595 -3.915 -1.16
C 1.970 2.859 -5.183 -1.10
C 0.774 1.968 -4.869 -0.42
C 1.191 0.841 -3.917 -0.60
C 2.242 -1.396 -1.917 0.56
C 3.450 -1.783 -2.791 -1.27
C 4.695 -2.216 -2.019 -0.49
C 4.369 -3.288 -0.987 -1.35
C 3.293 -2.771 -0.040 -0.07
C 2.021 -2.440 -0.815 -0.60
C 2.316 1.938 3.738 1.28
C 3.278 2.295 4.686 -0.88
C 2.975 3.235 5.653 -0.91
C 1.717 3.839 5.700 -1.06
C 0.750 3.509 4.774 -0.53
C 1.064 2.565 3.793 -0.33
P 0.134 1.906 2.394 0.31
C -1.512 1.188 2.780 0.57
C -1.498 -0.324 3.083 -0.16
C -1.426 -0.572 4.585 -1.03
C -2.719 -0.083 5.260 -0.93
C -3.334 1.101 4.503 -1.02
C -2.227 1.965 3.908 -0.40
C -0.087 3.105 1.022 2.60
C -1.304 4.039 1.105 -1.44
C -1.084 5.235 2.022 -0.54
C 0.159 6.013 1.608 -1.21
C 1.395 5.121 1.611 -0.61
C 1.201 3.892 0.726 -0.75
H 2.936 -1.365 3.183 0.49
H 1.717 -1.658 1.955 0.06
H 1.232 -1.163 3.597 0.54
H 4.743 1.346 2.764 0.14
H 6.834 1.622 1.563 0.45
H 6.870 1.457 -0.914 0.48
H 4.817 0.912 -2.121 0.49
H 3.226 1.116 -3.299 0.54
H 2.729 3.143 -1.815 0.51
H 1.062 3.008 -2.339 -0.29
H 3.511 3.772 -3.962 0.38
H 1.966 4.580 -3.859 0.44
H 2.778 2.232 -5.572 0.37
H 1.737 3.574 -5.971 0.51
H 0.346 1.540 -5.777 0.56
H -0.017 2.573 -4.411 0.05
H 1.609 0.014 -4.497 0.36
H 0.310 0.447 -3.409 -0.49
H 1.361 -1.426 -2.572 0.23
H 3.692 -0.986 -3.498 0.40
H 3.131 -2.631 -3.408 0.54
H 5.142 -1.367 -1.497 0.04
H 5.443 -2.572 -2.729 0.47
H 5.266 -3.571 -0.435 0.48
H 4.008 -4.193 -1.486 0.39
H 3.671 -1.872 0.460 -0.18
H 3.075 -3.501 0.743 0.64
H 1.228 -2.117 -0.126 -0.38
H 1.661 -3.360 -1.288 0.65
H 4.261 1.841 4.704 0.59
H 3.718 3.502 6.391 0.45
H 1.500 4.571 6.467 0.49
H -0.219 3.985 4.812 0.29
H -2.072 1.349 1.848 0.22
H -0.686 -0.829 2.552 0.12
H -2.428 -0.745 2.687 0.15
H -0.562 -0.042 5.000 0.21
H -1.260 -1.629 4.795 0.64
H -2.504 0.209 6.289 0.39
H -3.440 -0.901 5.319 0.36
H -3.954 1.699 5.171 0.52
H -3.992 0.757 3.701 0.31
H -1.521 2.211 4.704 0.17
H -2.615 2.911 3.524 0.37
H -0.252 2.421 0.174 -1.43
H -2.211 3.491 1.368 0.49
H -1.466 4.419 0.090 0.59
H -0.975 4.899 3.058 0.01
H -1.968 5.873 2.004 0.50
H 0.309 6.872 2.262 0.52
H 0.006 6.417 0.601 0.36
H 1.632 4.823 2.634 0.15
H 2.262 5.675 1.248 0.57
H 2.078 3.239 0.765 -0.26
H 1.129 4.221 -0.315 0.72
O -3.869 2.406 -5.936 -0.52
C -3.279 2.010 -4.805 0.61
C -2.998 2.863 -3.735 -0.37
C -2.381 2.332 -2.624 -0.93
N -2.035 1.045 -2.514 0.39
C -2.323 0.267 -3.541 -0.05
Br -1.808 -1.562 -3.362 -0.15
C -2.929 0.664 -4.709 -0.60
H -4.076 3.348 -5.916 0.32
H -3.255 3.913 -3.769 0.42
H -2.149 2.967 -1.777 0.24
H -3.130 -0.021 -5.519 0.58
N -2.944 -2.841 0.079 -0.43
N -4.284 -2.649 0.413 -0.31
C -4.897 -1.446 0.297 0.74
N -6.210 -1.456 0.534 -0.46
S -4.130 -0.006 -0.120 -0.36
H -2.882 -3.388 -0.772 0.26
H -2.492 -3.348 0.831 0.27
H -4.853 -3.473 0.550 0.21
H -6.723 -2.290 0.770 0.19
H -6.710 -0.586 0.477 0.21

=====

13
Properties=species:S:1:pos:R:3:mulliken_charge:R:1 method="wB97M-V/def2-TZVPD" gap_ha="0.261 / 0.335" lumo_energy_ev="-1.201 / -0.330" energy_ha=-232.3071 homo_energy_ev="-8.31 / -9.43"
C 1.525 -0.543 -0.855 -1.06
C -0.727 0.463 -0.171 -0.23
C -1.081 0.956 1.164 -1.01
C 0.094 -0.762 -0.330 0.55
O -0.071 -1.452 0.771 -0.60
H 2.100 0.008 -0.104 0.29
H 1.982 -1.529 -0.983 0.28
H 1.561 0.003 -1.806 0.35
H -1.292 0.858 -1.023 0.37
H -2.027 0.520 1.514 0.26
H -1.227 2.043 1.140 0.36
H -0.319 0.618 1.876 0.29
H -0.519 -1.183 -1.192 0.14